{"formula": "C17H19BN6O2Pd", "method": "wB97M-V/def2-TZVPD", "s_squared": 6.059, "energy_ha": -1290.24276, "homo_lumo_gap_ev": [8.6642, 4.0302], "charge": 2, "fmax_ev_per_a": 3.7, "homo_energy_ev": [-14.875, -14.783], "spin_multiplicity": 5, "lumo_energy_ev": [-6.21, -10.75], "symbols": ["H", "N", "B", "N", "C", "Pd", "H", "C", "H", "C", "H", "C", "H", "H", "H", "N", "N", "N", "N", "C", "C", "H", "H", "C", "C", "C", "C", "H", "H", "H", "H", "H", "O", "C", "O", "C", "C", "C", "C", "C", "C", "H", "H", "H", "H", "H"], "xyz": [[-3.10789, -0.27127, -0.65531], [-1.40726, -1.35393, -1.14386], [0.52300, -2.89939, -1.88783], [-1.05642, -2.52116, -1.79549], [-2.18557, -3.02694, -2.33142], [-0.05095, -0.11070, -0.22554], [-2.07708, -3.91584, -2.94551], [-3.27769, -2.21320, -1.95028], [-4.33225, -2.29588, -2.17436], [-2.73449, -1.16185, -1.17707], [0.65741, -3.89309, -2.53795], [1.68030, 1.32830, 2.14464], [1.64515, 2.43865, 2.28458], [1.49182, 1.04634, 1.00710], [2.65034, 0.90435, 2.47332], [1.06829, -3.09861, -0.42957], [1.34325, -1.67481, -2.49118], [0.93995, -2.03367, 0.43527], [1.16381, -0.41520, -1.94005], [1.60741, -4.17205, 0.20433], [2.14555, -1.55192, -3.57328], [1.74723, -5.10194, -0.33040], [2.30970, -2.44158, -4.17190], [1.86580, -3.79680, 1.53492], [2.55163, -0.20627, -3.67354], [1.45178, -2.46167, 1.63443], [1.90921, 0.47354, -2.61473], [2.28090, -4.40094, 2.31508], [3.20031, 0.25306, -4.40791], [1.47003, -1.80183, 2.49689], [1.88215, 1.52199, -2.30632], [0.90875, 0.87779, 2.81261], [-0.88737, 3.75911, -1.23731], [-1.04361, 2.75868, -0.51730], [-1.16979, 1.52371, -0.95436], [-1.18631, 3.07828, 0.98730], [-1.73453, 2.25896, 1.99196], [-1.89784, 2.71340, 3.32054], [-1.52486, 4.01764, 3.66804], [-0.99066, 4.86719, 2.68791], [-0.80751, 4.39215, 1.37947], [-2.03716, 1.23994, 1.72521], [-2.31296, 2.04972, 4.09394], [-1.62205, 4.37467, 4.69515], [-0.67719, 5.88684, 2.94998], [-0.37233, 5.05624, 0.62981]]}


{"formula": "C7H25F6N8O14P", "method": "wB97M-V/def2-TZVPD", "energy_ha": -2713.24447, "homo_lumo_gap_ev": 10.6197, "fmax_ev_per_a": 2.7, "homo_energy_ev": -11.121, "lumo_energy_ev": -0.50, "symbols": ["N", "H", "H", "H", "H", "P", "F", "F", "F", "F", "F", "F", "C", "N", "O", "O", "H", "H", "H", "C", "N", "O", "O", "H", "H", "H", "C", "N", "O", "O", "H", "H", "H", "C", "N", "O", "O", "H", "H", "H", "C", "N", "O", "O", "H", "H", "H", "C", "N", "O", "O", "H", "H", "H", "C", "N", "O", "O", "H", "H", "H"], "xyz": [[0.69347, -0.13170, -0.21316], [1.65283, -0.22554, 0.11802], [0.04949, 0.17220, 0.53846], [0.42379, -1.06259, -0.65061], [0.81035, 0.51630, -0.95594], [1.90868, 2.96114, -1.95520], [1.06927, 4.04151, -2.81183], [2.58615, 2.44831, -3.32509], [3.10919, 3.98784, -1.89830], [2.72544, 1.85124, -1.01538], [1.24677, 3.47879, -0.59304], [0.75145, 1.83925, -2.22596], [0.80575, -4.44037, -0.33893], [1.70964, -3.90116, 0.72071], [1.95398, -2.74041, 0.73250], [2.02580, -4.65610, 1.61005], [1.32331, -5.32562, -0.73759], [0.69647, -3.71495, -1.13200], [-0.04795, -4.81568, 0.19772], [-2.01086, 3.12939, -1.85865], [-2.50285, 2.28238, -0.75409], [-1.74928, 1.37387, -0.43696], [-3.55585, 2.49967, -0.15074], [-2.79229, 3.63713, -2.43905], [-1.39928, 2.58893, -2.55863], [-1.35954, 3.85625, -1.45077], [-2.92818, -2.51996, -1.31358], [-2.39336, -1.37261, -2.11396], [-3.18153, -0.54800, -2.49470], [-1.19714, -1.29891, -2.19515], [-2.27793, -3.32747, -1.69312], [-3.95485, -2.61179, -1.52936], [-2.63533, -2.24690, -0.28495], [0.33336, -2.55051, 3.67184], [-0.72649, -3.53547, 3.32803], [-0.88916, -3.79422, 2.12297], [-1.36647, -4.12130, 4.17875], [0.03628, -1.63885, 3.19302], [1.23097, -2.83179, 3.09594], [0.43728, -2.46602, 4.74520], [1.79206, -0.37123, -4.00301], [2.05309, -1.76864, -3.55289], [1.71633, -2.15398, -2.41540], [2.65914, -2.44627, -4.32395], [0.71025, -0.22257, -4.10432], [2.37181, -0.17443, -4.91680], [2.09693, 0.26283, -3.13679], [2.23077, 3.96431, 2.42662], [0.83706, 3.52990, 2.16261], [0.53573, 2.32734, 2.27987], [-0.01214, 4.39382, 1.97981], [2.90898, 3.15468, 2.64694], [2.30437, 4.75941, 3.18499], [2.54321, 4.42327, 1.46287], [-2.40726, 1.42778, 2.93971], [-1.95258, -0.00448, 3.07091], [-2.16568, -0.57764, 4.13281], [-1.31496, -0.51328, 2.19453], [-1.60398, 2.00070, 2.48617], [-2.58661, 1.75588, 4.04653], [-3.32789, 1.44629, 2.31227]]}


{"formula": "CH18Ni3O12", "method": "wB97M-V/def2-TZVPD", "s_squared": 12.010, "energy_ha": -5474.95921, "homo_lumo_gap_ev": [7.0302, 5.3841], "charge": 4, "fmax_ev_per_a": 2.8, "homo_energy_ev": [-23.156, -23.116], "spin_multiplicity": 7, "lumo_energy_ev": [-16.13, -17.73], "symbols": ["Ni", "Ni", "Ni", "C", "O", "O", "O", "O", "H", "H", "O", "H", "H", "O", "H", "H", "O", "H", "H", "O", "H", "H", "O", "H", "H", "O", "H", "H", "O", "H", "H", "O", "H", "H"], "xyz": [[1.23112, -0.74216, 2.41697], [0.24605, 1.86887, -3.00970], [-3.41609, 0.47934, -1.34471], [-0.36656, 0.12495, -0.40144], [-1.65886, 0.27949, -0.28508], [0.27254, -0.39849, 0.55581], [0.30985, 0.56213, -1.39831], [2.94379, -0.18839, 1.56203], [3.90481, -0.15639, 1.71190], [2.76588, 0.54092, 0.95368], [-3.30768, -1.41792, -2.04629], [-3.97082, -1.72705, -2.69465], [-3.04468, -2.22008, -1.55179], [0.96512, 0.44101, -4.17259], [1.25132, -0.47642, -4.01246], [1.58296, 0.78062, -4.85239], [-0.63634, 3.59869, 0.55836], [-0.73276, 3.81357, -0.37469], [-1.40382, 3.04845, 0.77507], [1.55898, -2.68722, 1.83280], [0.81699, -3.31305, 1.74184], [2.34805, -3.24414, 1.94020], [-1.24675, -2.84733, 0.57972], [-2.05454, -2.71892, 1.09512], [-0.85336, -1.97066, 0.51424], [3.13864, 0.41765, -1.32592], [2.25070, 0.33187, -0.96985], [3.15252, -0.15964, -2.09694], [0.62103, 1.27347, 2.83809], [1.18749, 2.00346, 2.54081], [-0.23060, 1.43117, 2.39910], [-2.28857, 1.34075, 2.32661], [-3.09381, 0.99500, 2.73822], [-2.24260, 0.93646, 1.45626]]}